[1]
Here is a structure of composition C31H23Cl2GeSSe2TcTe2 from OMol25. Energies are from wB97M-V/def2-TZVPD.

Positions of all 63 atoms, in Å:
Te: -1.341 -2.758 -2.479
Te: 2.322 -4.379 0.795
Tc: 0.593 -0.714 0.576
Se: -0.709 -0.572 -1.567
Se: 2.534 -1.911 0.186
Ge: 1.824 1.334 -0.197
Cl: -3.630 1.449 3.600
Cl: -0.823 -2.697 1.365
S: -1.240 0.571 1.662
C: 5.828 1.218 1.383
C: 1.091 3.049 0.570
C: 2.708 0.921 5.087
C: 1.387 2.889 -2.746
C: 4.493 0.935 1.126
C: -1.942 -2.004 2.519
C: 4.448 2.637 -0.533
C: 2.491 0.925 -4.348
C: 2.116 0.324 3.995
C: -3.805 -1.116 4.357
C: 2.360 0.727 -2.984
C: -2.201 -0.636 2.584
C: 1.813 3.939 1.359
C: 3.770 1.639 0.168
C: 0.323 1.930 4.086
C: -2.560 -2.913 3.362
C: 1.816 1.707 -2.151
C: 5.781 2.931 -0.286
C: -3.487 -2.462 4.288
C: 1.509 3.096 -4.116
C: 0.381 0.175 2.296
C: -3.166 -0.233 3.501
C: -0.855 4.483 0.867
C: 0.917 0.826 3.444
C: 1.222 5.075 1.898
C: 0.923 2.516 5.184
C: -0.114 5.355 1.654
C: 2.068 2.118 -4.922
C: 6.481 2.219 0.680
C: -0.254 3.350 0.338
C: 2.121 2.031 5.695
H: 0.452 3.380 5.641
H: -2.308 -3.960 3.278
H: 7.525 2.435 0.874
H: 2.171 2.281 -5.989
H: 2.552 -0.558 3.539
H: 1.808 5.737 2.525
H: 2.917 0.145 -4.967
H: 6.272 3.715 -0.852
H: 4.004 0.136 1.669
H: 6.361 0.641 2.131
H: -3.964 -3.165 4.958
H: 3.926 3.207 -1.296
H: -4.529 -0.743 5.067
H: 0.951 3.673 -2.136
H: 2.678 -0.217 -2.551
H: 2.855 3.739 1.581
H: -0.852 2.676 -0.269
H: 2.592 2.504 6.547
H: -1.904 4.681 0.674
H: 1.165 4.029 -4.550
H: -0.575 6.240 2.078
H: 3.637 0.518 5.473
H: -0.596 2.336 3.682

Computed properties:
- HOMO level (alpha / beta) (eV) = -0.78 / -1.07
- spin multiplicity = 3
- orbital gap (alpha / beta) (eV) = 4.80 / 4.75
- E_LUMO (alpha / beta) (eV) = 4.02 / 3.68
- charge = -2
- ⟨S²⟩ = 2.037



[2]
Here is a structure of composition C31H23CrN5O2S from OMol25. Energies are from wB97M-V/def2-TZVPD.

Positions of all 63 atoms, in Å:
Cr: -0.103 -0.467 0.903
S: 1.453 -1.113 2.462
O: -4.852 0.260 -3.837
O: -5.318 2.104 -2.582
N: 1.009 -0.568 -0.922
N: 0.724 1.501 0.649
N: -0.752 -2.399 0.353
N: -1.816 -0.158 -0.072
N: -1.355 0.622 2.278
C: 3.108 -0.496 2.239
C: -2.933 2.420 2.217
C: -1.267 -4.705 -1.072
C: -2.269 1.377 1.610
C: 0.410 3.084 -2.763
C: 0.672 1.769 -0.771
C: -0.252 -3.566 0.761
C: 0.408 2.971 -1.349
C: 1.351 -1.628 -1.623
C: -1.763 1.904 4.240
C: -1.110 0.886 3.561
C: -4.802 1.009 -2.850
C: 0.721 2.016 -3.552
C: -1.797 -3.492 -1.497
C: 1.549 -1.587 -3.013
C: 0.905 0.633 -1.573
C: -3.567 1.295 -0.632
C: -2.564 0.902 0.228
C: 5.724 0.463 2.028
C: 1.325 -0.416 -3.685
C: 3.583 0.010 1.029
C: 5.255 -0.048 3.231
C: 3.957 -0.523 3.342
C: -0.498 -4.747 0.076
C: -2.675 2.686 3.558
C: -1.535 -2.360 -0.758
C: 0.991 0.753 -2.964
C: -2.170 -1.036 -1.015
C: -3.797 0.528 -1.775
C: 4.883 0.491 0.928
C: -3.149 -0.704 -1.922
H: 0.212 3.844 -0.738
H: -3.654 3.000 1.658
H: -3.194 3.491 4.060
H: 1.693 1.339 0.935
H: -2.424 -3.429 -2.376
H: 0.182 4.041 -3.211
H: 1.455 -2.559 -1.077
H: 1.407 -0.372 -4.764
H: -1.467 -5.609 -1.631
H: -1.544 2.073 5.285
H: 5.240 0.877 -0.019
H: 3.597 -0.915 4.284
H: -3.469 -1.335 -2.743
H: 5.906 -0.076 4.095
H: 1.834 -2.491 -3.532
H: 6.737 0.831 1.950
H: -0.361 0.265 4.036
H: 2.951 0.001 0.154
H: 0.371 -3.531 1.645
H: -0.083 -5.673 0.446
H: 0.376 2.288 1.186
H: 0.756 2.115 -4.629
H: -4.207 2.156 -0.480

Computed properties:
- HOMO level (alpha / beta) (eV) = -10.34 / -10.34
- spin multiplicity = 4
- orbital gap (alpha / beta) (eV) = 6.47 / 5.96
- E_LUMO (alpha / beta) (eV) = -3.88 / -4.39
- charge = +1
- ⟨S²⟩ = 3.788



Record order is preserved below.
Energy relative to the best compared isomer or geometry (same formula, charge and spin): 147.8, 0.0 kJ/mol